ORCA calculation (ωB97M-V/def2-TZVPD) on a cluster of 2 separate species, C5H9N3O2 in total in a non-equilibrium geometry.

Its energy relative to the best compared isomer or geometry (same formula, charge and spin) is 6.294 eV. The calculation puts the HOMO energy (alpha / beta) at -7.7 / -7.7 eV. The gap between HOMO and LUMO (alpha / beta) comes out at 8.44 / 8.44 eV. The calculation puts the molar mass at 143.15 g/mol.

Atoms and positions in Å:
O -0.79222 -1.27963 2.61145
O 0.54214 -0.35952 1.21353
N 0.24628 -1.25628 1.98688
N -1.80523 0.37826 -0.42542
N -0.02415 1.08687 -1.38259
C 1.15647 -2.40277 2.20824
C 1.37086 0.75890 -1.81866
C -0.52121 -0.01579 -0.78162
C -2.04607 1.65387 -0.78205
C -0.90224 2.14031 -1.36627
H 1.40302 0.02184 -2.55542
H 0.89787 -3.35344 1.86432
H -0.61820 3.15605 -1.80573
H 1.11790 -2.53498 3.20227
H 2.01531 -2.17602 1.64304
H 1.82046 0.53131 -0.87462
H -3.06857 2.06587 -0.63768
H 1.77510 1.64083 -2.36601
H -2.56753 -0.05567 0.06635


ORCA calculation (ωB97M-V/def2-TZVPD) on a cluster of 2 separate species, C3H6O2 in total.

Its energy relative to the best compared isomer or geometry (same formula, charge and spin) is 3.185 eV. The calculation puts the HOMO energy at -9.5 eV. The gap between HOMO and LUMO comes out at 10.37 eV. The calculation puts the molar mass at 74.08 g/mol. Its structure (SMILES) is C=C1CO1.O.

Atoms and positions in Å:
O -0.51193 0.54009 -2.06585
O 0.01356 -1.29423 -0.12433
C -0.99597 0.70843 0.99148
C 1.23581 -0.74736 0.45238
C -0.05485 -0.13202 0.58485
H 2.02531 -0.38432 -0.20693
H 1.55210 -1.40819 1.25553
H -0.51913 -0.38387 -1.77870
H 0.05175 0.95726 -1.40210
H -0.75254 1.71404 1.30489
H -2.04412 0.43018 0.98877


ORCA calculation (ωB97M-V/def2-TZVPD) on the molecule C6H10O.

Its energy relative to the best compared isomer or geometry (same formula, charge and spin) is 1.477 eV. The calculation puts the HOMO energy at -9.6 eV. The gap between HOMO and LUMO comes out at 10.80 eV. The calculation puts the molar mass at 98.14 g/mol. Its structure (SMILES) is C1C[C@H](C2CC2)O1.

Atoms and positions in Å:
O -1.14174 0.13960 0.88759
C 1.42825 -1.21459 1.02071
C 0.89262 -1.49117 -0.35573
C -1.93678 0.52544 -0.24371
C 0.00299 0.85631 0.38461
C 1.15175 -0.07664 0.07894
C -0.82290 1.42531 -0.78906
H 2.46230 -1.46682 1.23900
H -2.86270 1.02197 0.06768
H -2.18413 -0.33354 -0.88103
H -0.46351 1.19594 -1.79514
H 2.02296 0.41480 -0.35278
H -0.14056 -1.82201 -0.41404
H 0.33003 1.61871 1.10543
H 0.73652 -1.35395 1.84704
H -1.03436 2.49499 -0.70946
H 1.55925 -1.93434 -1.09006


ORCA calculation (ωB97M-V/def2-TZVPD) on the molecule CH3NO2S in a non-equilibrium geometry.

Its energy relative to the best compared isomer or geometry (same formula, charge and spin) is 0.825 eV. The calculation puts the HOMO energy at -9.7 eV. The gap between HOMO and LUMO comes out at 10.02 eV. The calculation puts the molar mass at 93.11 g/mol. Its structure (SMILES) is O=C(O)NS.

Atoms and positions in Å:
S 1.50074 -0.08574 -0.79627
O -1.14451 -1.05578 0.36838
O -1.91293 0.56281 -0.92417
N 0.42572 0.64575 0.29962
C -1.07967 0.07101 -0.21758
H 2.05709 -0.70144 0.32678
H 0.43264 1.65649 0.15934
H -0.27908 -1.09309 0.78389


ORCA calculation (ωB97M-V/def2-TZVPD) on a structure of composition C3H3I3O in a non-equilibrium geometry.

Its energy relative to the best compared isomer or geometry (same formula, charge and spin) is 4.357 eV. The calculation puts the HOMO energy (alpha / beta) at -8.4 / -7.9 eV. The gap between HOMO and LUMO (alpha / beta) comes out at 7.71 / 7.12 eV. The calculation puts the molar mass at 435.77 g/mol.

Atoms and positions in Å:
I -3.07492 1.08759 1.01888
I -4.84999 -0.72639 -1.51768
I -0.38159 -1.90541 1.68865
O -2.31163 0.96296 -1.71230
C -3.01999 0.17352 -0.84845
C -0.37048 -1.69610 -0.31225
C 0.05841 -2.30192 -1.36565
H -0.36526 -1.96369 -2.33624
H -2.36576 0.74810 -2.71246
H 0.32024 -3.39673 -1.51069


ORCA calculation (ωB97M-V/def2-TZVPD) on a structure of composition C16H18BINO9PV in a non-equilibrium geometry.

The calculation puts the HOMO energy (alpha / beta) at -14.4 / -14.4 eV. The charge is +2. The gap between HOMO and LUMO (alpha / beta) comes out at 5.50 / 4.70 eV. The calculation puts the molar mass at 587.95 g/mol. The spin multiplicity is 2. The expectation value of S² is 0.78.

Atoms and positions in Å:
I -1.77687 0.04564 4.20795
V 3.16176 -1.16908 6.26082
P 3.41337 0.81878 1.53573
O 4.60801 -1.32583 -1.35128
O -3.96452 2.43702 -1.01643
O 4.18750 1.94578 1.04428
O 0.35292 0.61028 1.86626
O 2.82979 1.11973 3.00042
O 4.29012 -0.47019 1.78053
O -5.95273 1.50274 -0.67817
O 1.86300 -0.79537 -2.94653
O 4.17664 -1.16019 5.07849
N -0.51617 -0.94829 -3.83455
C 1.49284 -0.39056 -1.87758
C -0.91807 -0.59071 -2.57436
C -2.29551 -0.50749 -2.29458
C 2.49373 -0.00300 -0.86910
C 0.03532 -0.29240 -1.57207
C -2.71227 -0.10457 -1.05214
C -2.69755 -0.35416 2.30350
C 2.10406 0.38131 0.35717
C -4.79731 1.37060 -0.83810
C 4.77083 1.14835 -1.92709
C 0.66676 0.40146 0.72517
C -4.20238 -0.03160 -0.80544
C -0.37144 0.11416 -0.31652
C -2.45195 -1.78731 1.85766
C -1.75935 0.23969 -0.04711
C -2.34003 0.73978 1.24601
B 4.03055 -0.10407 -1.39431
H -1.30703 -0.92969 -4.47259
H -3.11250 -2.08035 1.04674
H -1.73163 1.51691 1.67943
H -3.58282 2.37385 -1.90282
H -4.41135 -0.46439 0.16649
H 3.95533 -1.99597 -1.12920
H -2.70274 -2.44901 2.67949
H 5.71045 1.26268 -1.39432
H 2.34878 1.95666 2.94241
H -1.41231 -1.96497 1.59593
H -0.11674 -1.88666 -3.86791
H -3.00613 -0.75795 -3.06419
H 5.01459 1.04110 -2.98269
H -3.75471 -0.27329 2.51580
H -4.70922 -0.66564 -1.52155
H -3.26658 1.23021 0.98216
H 4.17664 2.04796 -1.82368
H 4.18694 -0.80193 2.68185